# 1
{
  "formula": "C18H15NO6S",
  "method": "ωB97M-V/def2-TZVPD",
  "species": ["O", "O", "O", "O", "O", "C", "C", "O", "C", "C", "C", "C", "C", "C", "C", "C", "C", "C", "C", "C", "C", "N", "C", "C", "C", "S", "H", "H", "H", "H", "H", "H", "H", "H", "H", "H", "H", "H", "H", "H", "H"],
  "xyz": [[2.520832, 3.438455, -0.962046], [-2.768115, 3.387136, -5.888034], [0.548259, 0.390821, 2.419838], [-0.663246, -0.449322, 0.353809], [-2.942994, 5.172212, -4.710689], [3.204955, 0.085343, -0.487104], [2.544021, -0.690409, 0.161347], [3.004864, 1.578616, -2.229157], [2.290851, 2.709974, -1.914379], [0.472707, 4.329672, -2.550790], [0.626488, 2.274758, -3.759721], [-0.647290, 4.682852, -3.304293], [-0.523676, 2.571271, -4.466844], [-2.370941, -3.705832, 2.727710], [-0.807155, -3.341610, 4.558758], [-1.759362, -2.679957, 2.010583], [-0.143071, -2.396188, 3.785654], [1.133058, 3.128237, -2.757779], [-1.190586, 3.766791, -4.237818], [-1.888502, -4.037612, 4.005820], [-0.605619, -2.065733, 2.496764], [-2.349025, 4.126013, -4.982881], [3.930928, 1.082875, -1.265119], [-2.663849, -5.110641, 4.767756], [1.728789, -1.559344, 0.969296], [0.224818, -0.737047, 1.505384], [0.820869, 5.045223, -1.798876], [1.123432, 1.315854, -3.979997], [-1.108920, 5.647017, -3.108799], [-0.771297, 1.891625, -5.268128], [-3.260883, -4.176508, 2.330016], [-0.429042, -3.508773, 5.576196], [-2.186632, -2.395401, 1.039049], [0.739997, -1.906526, 4.188924], [4.313886, 1.900598, -0.625895], [4.745113, 0.555825, -1.775550], [-2.904689, -6.003836, 4.185863], [-2.121783, -5.380451, 5.663930], [-3.615572, -4.661791, 5.053068], [1.457390, -2.424268, 0.392940], [2.290994, -1.849918, 1.881193]],
  "atomic_forces_ev_per_a": [[0.6, -1.4, -0.7], [1.2, 0.3, 1.2], [-0.1, -2.4, -1.7], [1.9, -0.8, 1.7], [1.1, -0.7, 0.3], [-0.7, -0.7, 1.2], [0.9, 1.3, -0.8], [-1.0, 1.4, -0.9], [0.5, 1.5, 1.7], [-0.1, 0.8, 0.2], [0.5, -0.4, 0.5], [-0.4, -0.7, -0.1], [0.3, 0.0, -0.5], [0.8, 0.8, 0.6], [0.1, -0.1, -0.4], [-0.1, -0.1, -0.8], [0.1, 0.4, -0.6], [-0.5, -1.8, -1.6], [2.0, 0.5, 1.3], [-0.8, -0.7, -0.2], [0.3, 0.3, 0.3], [-3.0, 0.6, -1.9], [-0.1, -0.1, 0.6], [0.3, 0.8, -0.1], [0.7, 0.1, 0.6], [-2.7, 2.0, 1.0], [0.0, -0.5, -0.3], [-0.2, 0.7, 0.2], [-0.1, -0.3, -0.2], [-0.6, 0.1, 0.1], [0.1, -0.1, 0.0], [-0.4, -0.2, -0.5], [0.4, 0.0, 0.4], [-0.2, 0.1, -0.1], [-0.2, -0.4, -0.4], [-0.1, 0.5, -0.2], [0.3, 0.2, -0.1], [0.0, -0.2, 0.2], [-0.1, -0.1, 0.2], [-0.4, -0.6, 0.0], [-0.5, 0.0, -0.4]],
  "largest_force_ha_per_bohr": 0.0696,
  "de_lowest_kcal_mol": 138.77,
  "homo_energy_ev": -9.810,
  "smiles": "Cc1ccc(S(=O)(=O)CC#CCOC(=O)c2ccc([N+](=O)[O-])cc2)cc1",
  "energy_ha": -1599.11422,
  "orbital_gap_ev": 8.71,
  "mol_weight_g_mol": 373.386
}

=====

# 2
{
  "formula": "C18H16BrN4O2Ru",
  "method": "ωB97M-V/def2-TZVPD",
  "species": ["Ru", "C", "C", "C", "C", "C", "C", "N", "N", "C", "C", "C", "C", "C", "N", "H", "H", "H", "H", "H", "H", "H", "H", "H", "Br", "C", "C", "C", "C", "C", "N", "H", "H", "H", "H", "C", "O", "C", "O", "H", "H", "H"],
  "xyz": [[0.233161, 0.700892, -0.829538], [-2.963274, 2.316909, 3.328434], [-2.537764, 1.048531, 3.725269], [-1.575502, 0.382835, 3.000331], [-1.033981, 1.004500, 1.862779], [-1.463865, 2.275787, 1.454448], [-2.426881, 2.926917, 2.197141], [-0.038971, 0.332836, 1.123104], [0.589404, -0.601643, 1.664806], [1.422843, -1.303988, 0.809273], [2.161856, -2.386441, 1.243469], [2.955225, -3.049975, 0.312606], [2.978634, -2.610101, -1.004480], [2.218675, -1.509618, -1.370296], [1.453206, -0.877428, -0.475129], [-3.718543, 2.832940, 3.906708], [-2.965486, 0.583204, 4.602609], [-1.247309, -0.604505, 3.291851], [-1.020367, 2.783686, 0.610732], [-2.751444, 3.917378, 1.910116], [2.104728, -2.688732, 2.280559], [3.549833, -3.902333, 0.615351], [3.586686, -3.103603, -1.750420], [2.220227, -1.121384, -2.381719], [-1.542338, 1.913841, -2.331769], [-1.999104, 0.050529, -2.316805], [-3.099276, -0.473731, -2.933012], [-3.274424, -1.852545, -2.797895], [-2.362967, -2.600116, -2.060076], [-1.286411, -1.971256, -1.471529], [-1.100833, -0.642108, -1.606372], [-3.786788, 0.145664, -3.493043], [-4.123468, -2.332890, -3.268466], [-2.486416, -3.667474, -1.939868], [-0.556291, -2.514854, -0.888750], [4.210408, 2.594868, -0.791762], [3.171469, 1.503771, -1.080693], [1.993594, 1.671074, -0.741354], [1.267962, 2.454526, -0.173922], [4.802663, 2.624961, -1.698060], [4.766175, 2.229938, 0.064482], [3.674952, 3.519143, -0.599107]],
  "atomic_forces_ev_per_a": [[0.0, -0.2, 0.2], [0.0, 0.0, 0.0], [0.0, 0.0, 0.0], [0.0, 0.0, 0.0], [0.0, 0.1, 0.0], [0.0, 0.0, 0.0], [0.0, 0.0, 0.0], [0.0, -0.1, -0.1], [0.0, 0.0, 0.0], [0.0, 0.0, 0.0], [0.0, 0.0, 0.0], [0.0, 0.0, 0.0], [0.0, 0.0, 0.0], [0.0, 0.0, 0.0], [0.0, 0.1, 0.1], [0.0, 0.0, 0.0], [0.0, 0.0, 0.0], [0.0, 0.0, 0.0], [0.0, 0.0, 0.0], [0.0, 0.0, 0.0], [0.0, 0.0, 0.0], [0.0, 0.0, 0.0], [0.0, 0.0, 0.0], [0.0, 0.0, 0.0], [0.0, 0.1, 0.0], [0.0, 0.0, 0.0], [0.0, 0.0, 0.0], [0.0, 0.0, 0.0], [0.0, 0.0, 0.0], [0.0, 0.0, 0.0], [-0.1, 0.0, 0.0], [0.0, 0.0, 0.0], [0.0, 0.0, 0.0], [0.0, 0.0, 0.0], [0.0, 0.0, 0.0], [0.0, 0.0, 0.0], [0.0, 0.0, 0.0], [-0.1, 0.1, -0.1], [0.0, -0.1, 0.0], [0.0, 0.0, 0.0], [0.0, 0.0, 0.0], [0.0, 0.0, 0.0]],
  "total_charge": 3,
  "largest_force_ha_per_bohr": 0.0062,
  "homo_energy_ev": -18.101,
  "energy_ha": -3732.83522,
  "orbital_gap_ev": 6.24,
  "mol_weight_g_mol": 501.326
}

=====

# 3
{
  "formula": "C18H16F4N",
  "method": "ωB97M-V/def2-TZVPD",
  "species": ["C", "C", "C", "C", "N", "C", "H", "H", "H", "H", "H", "H", "H", "H", "H", "F", "C", "C", "C", "F", "C", "C", "C", "C", "C", "C", "F", "C", "C", "F", "C", "C", "H", "H", "H", "H", "H", "H", "H"],
  "xyz": [[0.309725, -3.361084, -2.381701], [1.272283, -2.164162, -2.306025], [2.724091, -2.671202, -2.319582], [1.038797, -1.234522, -3.508072], [1.036576, -1.449456, -1.116846], [0.841230, -0.860009, -0.136418], [-0.724501, -3.022811, -2.366588], [0.468692, -3.940433, -3.290747], [0.450224, -4.019962, -1.526916], [3.422690, -1.839170, -2.258664], [2.913004, -3.318391, -1.465475], [2.938744, -3.233006, -3.227911], [1.703216, -0.373995, -3.461218], [1.213180, -1.751707, -4.450704], [0.018175, -0.857358, -3.507819], [-1.173437, 4.031497, -1.684306], [-0.315455, 3.666027, -0.705576], [0.899226, 4.310547, -0.570431], [1.766651, 3.962330, 0.450203], [2.947045, 4.605399, 0.593243], [1.412908, 2.971432, 1.333928], [0.178167, 2.299548, 1.239093], [-0.104056, 1.305750, 2.207178], [-1.200829, 0.436561, 2.417935], [-1.125162, -0.455356, 3.506195], [-2.146380, -1.326778, 3.800857], [-2.046987, -2.146324, 4.871621], [-3.280684, -1.343975, 3.008488], [-3.388121, -0.494089, 1.923248], [-4.513998, -0.487633, 1.174381], [-2.364567, 0.372716, 1.629637], [-0.665796, 2.675413, 0.179113], [1.157927, 5.102097, -1.247374], [2.114689, 2.702722, 2.100700], [0.683323, 1.178609, 2.929250], [-0.244008, -0.483674, 4.118779], [-4.095127, -1.999539, 3.251023], [-2.505766, 0.995602, 0.776019], [-1.615690, 2.218387, 0.021482]],
  "atomic_forces_ev_per_a": [[-0.1, 0.1, 0.3], [0.4, -1.1, -1.8], [0.0, 0.1, 0.3], [-0.1, 0.2, 0.2], [-0.2, 0.6, 0.9], [0.0, 0.0, 0.0], [-0.1, 0.1, -0.1], [0.1, 0.1, 0.0], [0.1, -0.1, 0.0], [0.0, 0.1, 0.0], [0.0, -0.1, 0.1], [-0.2, 0.0, 0.0], [0.1, 0.0, 0.0], [0.0, -0.1, 0.1], [-0.1, 0.0, 0.0], [0.8, -0.3, 0.7], [-0.3, -0.2, 0.2], [0.4, 0.6, -0.3], [0.1, 0.0, 0.1], [-1.0, -0.5, -0.2], [0.5, -0.2, 0.5], [0.0, 0.4, -0.5], [-0.1, -0.2, -0.4], [-0.6, -0.4, 0.0], [0.6, -0.1, 0.4], [0.1, 0.0, 0.1], [-0.1, 0.6, -0.9], [-0.5, -0.5, 0.4], [0.1, 0.4, -0.2], [0.9, -0.1, 0.6], [-0.4, 0.2, -0.5], [-0.6, 0.0, -0.4], [0.1, 0.3, -0.3], [0.2, -0.1, 0.3], [0.3, 0.0, 0.3], [0.3, 0.1, 0.2], [-0.3, -0.3, 0.1], [-0.1, 0.1, -0.2], [-0.3, -0.1, -0.1]],
  "total_charge": 1,
  "largest_force_ha_per_bohr": 0.0407,
  "de_lowest_kcal_mol": 37.36,
  "homo_energy_ev": -13.541,
  "energy_ha": -1149.40007,
  "orbital_gap_ev": 7.12,
  "mol_weight_g_mol": 322.325
}